(1)
C46H40Cl2FeN2O7 as an isolated structure, computed with ωB97M-V with the def2-TZVPD basis set.

XYZ file:
```
98
Properties=species:S:1:pos:R:3:lowdin_spin:R:1
Fe 1.61126 0.32754 -0.52397 3.706
O 3.31641 -3.74817 -1.68390 0.001
C 3.32280 -4.23279 -0.43702 0.000
C 3.43112 -5.61686 -0.27019 0.000
C 3.42594 -6.17451 0.99325 0.000
C 3.31383 -5.36262 2.11740 0.000
C 3.21413 -3.99056 1.95698 0.001
C 3.22254 -3.39819 0.69790 0.001
C 3.08864 -1.91581 0.55266 0.004
O 3.03639 -1.42529 -0.63705 0.020
N 3.04492 -1.21334 1.66011 0.005
N 2.79003 0.09515 1.33285 0.036
C 2.97706 1.02074 2.17557 0.000
C 2.84323 2.41601 1.77341 0.003
C 2.80288 3.41069 2.75243 0.000
C 2.62404 4.74497 2.44203 0.003
C 2.48962 5.10623 1.09668 0.000
C 2.56354 4.15615 0.10110 0.003
C 2.76064 2.78162 0.38746 0.004
O 2.89663 1.92256 -0.57193 0.045
H 3.18935 -2.74341 -1.55998 0.000
H 3.50657 -6.23685 -1.15536 0.000
H 3.51139 -7.24962 1.10404 0.000
H 3.28995 -5.80021 3.10808 0.000
H 3.11854 -3.32948 2.80909 0.000
H 3.25725 0.77638 3.20723 0.002
H 2.89679 3.10929 3.79346 0.000
H 2.57438 5.49099 3.22654 0.000
H 2.32755 6.14662 0.83258 0.000
H 2.46054 4.42663 -0.94275 0.000
C -4.51185 0.87809 1.26297 0.000
C -4.14838 0.26181 -0.08314 0.000
C -5.38787 -0.22669 -0.81523 0.000
O -3.27849 -0.82373 0.10510 0.000
C -1.93051 -0.33353 -0.00613 0.001
C -2.06765 0.84019 -0.98978 0.001
O -3.46318 1.19688 -0.89659 0.000
C -1.14820 2.07144 -0.73538 0.010
O 0.15532 1.69543 -0.81433 0.061
C -1.50696 2.67683 0.63103 0.001
C -2.66009 3.43297 0.84367 0.000
C -2.93796 3.97180 2.09250 0.000
C -2.07115 3.75130 3.15713 0.000
C -0.93077 2.98494 2.95841 0.000
C -0.65406 2.45546 1.70388 -0.001
C -1.32213 3.11573 -1.87240 0.001
C -1.24843 4.48761 -1.64136 0.002
C -1.17857 5.39771 -2.69149 0.000
C -1.17680 4.95724 -4.00562 0.002
C -1.22825 3.58981 -4.25212 0.000
C -1.29217 2.68877 -3.20124 0.001
C -0.97672 -1.50463 -0.34869 0.013
O 0.30626 -1.07213 -0.33279 0.073
C -1.24773 -2.20074 -1.70121 0.002
C -2.36690 -2.02916 -2.50794 0.001
C -2.47954 -2.69737 -3.72720 0.000
C -1.48204 -3.56157 -4.14814 0.000
C -0.35998 -3.74543 -3.34416 0.000
C -0.24548 -3.06868 -2.14175 0.000
C -1.17714 -2.55332 0.78023 0.002
C -0.34520 -2.47890 1.89367 0.000
C -0.45205 -3.40723 2.92126 0.000
C -1.39408 -4.42602 2.84895 0.000
C -2.22934 -4.50507 1.74199 0.000
C -2.12101 -3.57415 0.71572 0.001
H -5.08227 0.15241 1.84695 0.000
H -5.10258 1.78464 1.11824 0.000
H -3.60529 1.14040 1.80930 0.000
H -5.81589 -1.07647 -0.28094 0.000
H -5.12001 -0.53733 -1.82494 0.000
H -6.12232 0.57813 -0.87811 0.000
H -1.59266 0.03911 0.96686 0.000
H -1.86750 0.48869 -2.00070 0.000
H -3.34306 3.60105 0.02024 0.000
H -3.83461 4.56487 2.23703 0.000
H -2.27815 4.18347 4.12985 0.000
H -0.24154 2.80734 3.77614 0.000
H 0.24034 1.87511 1.52442 -0.002
H -1.21284 4.85881 -0.62574 0.000
H -1.10757 6.45813 -2.47493 0.000
H -1.11236 5.66353 -4.82569 0.000
H -1.19524 3.22225 -5.27173 0.000
H -1.27920 1.62950 -3.42313 0.000
H -3.16993 -1.38446 -2.18446 0.000
H -3.35208 -2.52993 -4.35017 0.000
H -1.57295 -4.08417 -5.09413 0.000
H 0.43636 -4.41077 -3.65929 0.000
H 0.63754 -3.18896 -1.52564 0.000
H 0.41432 -1.70617 1.91715 0.000
H 0.21513 -3.34209 3.77391 0.000
H -1.46656 -5.16360 3.64085 0.000
H -2.96276 -5.30156 1.67311 0.000
H -2.77227 -3.64815 -0.14731 0.000
Cl 5.47654 1.06611 -0.63335 -0.001
C 6.98182 0.17893 -0.68337 0.000
Cl 8.38446 1.16331 -1.21240 0.000
H 6.87149 -0.63511 -1.38784 0.000
H 7.20276 -0.18654 0.31136 0.000
```

The electronic energy is -125099.7175 eV. The calculation puts the relative energy (zero: lowest compared OMol25 entry of this formula, charge and spin) at 6.91 kcal per mole. As for the multiplicity: 5. The maximum force comes out at 0.8 eV/Å. The HOMO-LUMO gap (spin up / spin down) is 0.2224 / 0.2212 Ha. The HOMO energy (spin up / spin down) comes out at -1.97 / -1.94 eV. The total charge is -2.

=====

(2)
One molecule with the formula C2H2O2S2 in a non-equilibrium geometry, computed with ωB97M-V with the def2-TZVPD basis set.

XYZ file:
```
8
Properties=species:S:1:pos:R:3:nbo_charge:R:1
C 0.70208 0.29838 0.33258 0.138
C -0.51156 -0.42389 -0.42394 0.327
H 1.56139 -1.10568 -0.54527 0.509
H -1.73331 1.17895 0.59678 0.167
O 1.80957 -0.41386 0.11487 -0.622
O -0.25546 -1.43778 -1.05971 -0.557
S 0.59140 1.66494 1.26236 -0.009
S -2.16412 0.23893 -0.27766 0.046
```

The electronic energy is -27871.3210 eV. The calculation puts the relative energy (zero: lowest compared OMol25 entry of this formula, charge and spin) at 6.57 kcal per mole. The maximum force comes out at 1.9 eV/Å. The HOMO-LUMO gap is 0.3060 Ha. The HOMO energy comes out at -9.58 eV. Its structure (SMILES) is O=C(S)C(O)=S.